Entry 1:
{"formula": "C4H9NO", "method": "ωB97M-V/def2-TZVPD", "elements": ["C", "N", "C", "C", "C", "O", "H", "H", "H", "H", "H", "H", "H", "H", "H"], "positions_angstrom": [[2.023, 1.013, 0.099], [0.552, -0.479, -0.548], [0.541, 0.737, 0.320], [-0.348, -1.170, 0.011], [-1.815, -0.927, -0.093], [-2.236, 0.263, -0.693], [2.252, 2.001, 0.460], [2.552, 0.234, 0.665], [2.330, 0.874, -0.946], [0.493, 0.491, 1.404], [-0.244, 1.490, 0.157], [-0.050, -2.093, 0.513], [-2.346, -1.062, 0.847], [-2.041, -1.803, -0.738], [-1.663, 0.432, -1.457]], "lowdin_charge": [-0.126, -0.019, -0.271, -0.189, -0.252, -0.053, 0.059, 0.078, 0.075, 0.112, 0.107, 0.122, 0.125, 0.135, 0.098], "orbital_gap_ev": 8.82, "e_lumo_ev": 0.61, "smiles": "CC/N=C\\CO", "spin_multiplicity": 1, "de_lowest_kj_mol": 421.8}

Entry 2:
{"formula": "C21H23NO5", "method": "ωB97M-V/def2-TZVPD", "elements": ["C", "H", "H", "H", "C", "C", "O", "C", "H", "H", "O", "C", "O", "C", "N", "C", "O", "C", "C", "C", "C", "C", "C", "H", "H", "O", "C", "C", "C", "C", "C", "C", "H", "H", "H", "H", "H", "H", "H", "H", "H", "H", "C", "H", "H", "H", "C", "H", "H", "H"], "positions_angstrom": [[-0.917, -0.708, 6.920], [-0.721, -1.218, 7.721], [-1.433, 0.145, 7.014], [-1.360, -1.242, 6.182], [0.540, 0.064, 6.402], [1.263, -1.395, 6.290], [1.803, -1.918, 7.233], [1.361, -2.116, 4.870], [1.861, -3.101, 5.004], [0.173, -2.288, 4.564], [1.989, -1.606, 3.851], [1.425, -1.373, 2.728], [0.197, -1.623, 2.405], [2.102, -0.621, 1.638], [1.493, -0.277, 0.425], [0.875, 0.831, 0.127], [1.176, 1.995, 0.642], [0.060, 0.909, -1.136], [0.307, -0.101, -2.316], [-0.617, -0.068, -3.293], [-1.333, 1.168, -3.456], [-1.553, 1.915, -2.385], [-0.703, 1.866, -1.380], [-0.863, 2.605, -0.529], [-1.890, 2.912, -2.698], [-2.248, 1.247, -4.648], [-1.996, 0.903, -5.762], [-0.496, 0.699, -6.355], [-0.422, 0.308, -7.459], [-1.427, -0.171, -8.365], [-2.539, -0.275, -7.901], [-2.822, 0.329, -6.566], [-3.926, 0.176, -6.230], [-3.476, -0.491, -8.430], [-1.152, -0.478, -9.295], [0.749, 0.216, -8.013], [0.328, 1.321, -5.718], [-0.701, -0.887, -4.060], [0.915, -0.940, -2.078], [0.905, -1.339, 0.185], [2.864, -1.049, 1.479], [2.151, 0.261, 2.228], [1.172, 0.717, 7.564], [1.328, 0.226, 8.431], [2.251, 1.075, 7.148], [0.502, 1.624, 7.584], [0.169, 0.710, 5.078], [-0.427, 0.188, 4.300], [1.350, 0.929, 4.631], [-0.269, 1.433, 5.492]], "lowdin_charge": [0.048, 0.025, 0.042, 0.048, -0.456, -0.297, 0.088, -0.142, 0.148, 0.189, 0.064, -0.402, 0.021, -0.102, 0.090, -0.386, -0.003, -0.114, 0.050, -0.017, -0.118, -0.031, -0.121, 0.169, 0.153, 0.089, -0.410, -0.061, -0.193, -0.147, -0.114, -0.020, 0.145, 0.121, 0.084, 0.186, 0.174, 0.147, 0.083, 0.272, 0.039, 0.143, -0.044, 0.041, 0.150, 0.110, -0.009, 0.103, 0.176, -0.011], "orbital_gap_ev": 8.39, "e_lumo_ev": 0.11, "smiles": "CC(C)(C)C(=O)COC(=O)CNC(=O)c1ccc(Oc2ccccc2)cc1", "spin_multiplicity": 1, "de_lowest_kj_mol": 1636.4}

Entry 3:
{"formula": "C9H15N3O6", "method": "ωB97M-V/def2-TZVPD", "elements": ["C", "C", "C", "C", "C", "C", "C", "C", "C", "H", "H", "H", "H", "H", "H", "H", "H", "H", "H", "H", "H", "H", "H", "H", "N", "N", "N", "O", "O", "O", "O", "O", "O"], "positions_angstrom": [[2.683, -0.642, 0.632], [1.493, 0.081, -0.024], [3.737, -0.805, -0.489], [4.844, 0.253, -0.319], [-0.936, 0.414, -0.262], [-1.304, 1.711, 0.462], [-2.089, -0.563, -0.491], [-3.381, 0.127, -1.028], [-4.639, -0.366, -0.320], [1.820, -2.567, 0.529], [2.706, -2.423, 1.867], [3.070, 0.004, 1.467], [4.268, -1.760, -0.449], [3.304, -0.790, -1.489], [3.477, 1.622, -0.613], [0.145, -0.904, 1.127], [-0.497, 0.786, -1.293], [-1.796, -1.339, -1.223], [-2.222, -1.064, 0.463], [-3.279, 1.202, -0.889], [-3.488, -0.055, -2.107], [-5.662, -0.065, 1.395], [-4.033, 0.689, 1.317], [0.295, 2.366, -0.230], [2.108, -1.866, 1.247], [0.243, -0.282, 0.319], [-4.722, 0.025, 0.993], [1.669, 1.052, -0.762], [5.966, -0.002, 0.020], [4.439, 1.565, -0.469], [-2.291, 1.853, 1.098], [-5.530, -0.987, -0.843], [-0.398, 2.730, 0.363]], "lowdin_charge": [-0.250, -0.416, -0.048, -0.492, -0.205, -0.466, -0.118, -0.087, -0.555, 0.105, 0.092, 0.181, 0.125, 0.127, 0.070, 0.149, 0.192, 0.129, 0.116, 0.107, 0.125, 0.123, 0.069, 0.084, 0.024, 0.128, 0.156, 0.017, 0.116, 0.089, 0.131, 0.057, 0.125], "orbital_gap_ev": 9.94, "e_lumo_ev": 0.10, "smiles": "NC(=O)CC[C@H](NC(=O)[C@@H](N)CC(=O)O)C(=O)O", "spin_multiplicity": 1, "de_lowest_kj_mol": 87.0}

Entry 4:
{"formula": "C6H8O4", "method": "ωB97M-V/def2-TZVPD", "elements": ["O", "C", "C", "C", "C", "C", "C", "O", "O", "H", "H", "H", "H", "H", "H", "O", "H", "H"], "positions_angstrom": [[2.683, 0.602, 0.554], [1.613, 0.265, 0.129], [1.010, -1.144, 0.232], [-0.452, -0.927, 0.502], [-0.991, -0.229, 1.716], [-0.797, 0.536, 0.441], [-1.811, 0.119, -0.616], [-1.467, -1.281, -0.431], [0.327, 1.330, 0.230], [1.149, -1.653, -0.731], [1.533, -1.703, 1.017], [-1.999, -0.459, 2.064], [-0.262, -0.014, 2.498], [-2.872, 0.323, -0.417], [-1.529, 0.454, -1.623], [1.728, 1.332, -1.842], [0.788, 1.805, -1.330], [1.349, 0.643, -2.396]], "lowdin_charge": [0.145, -0.272, 0.027, -0.370, 0.065, -0.374, -0.051, -0.024, -0.050, 0.145, 0.142, 0.126, 0.133, 0.128, 0.129, -0.120, 0.191, 0.032], "orbital_gap_ev": 9.95, "e_lumo_ev": 0.48, "spin_multiplicity": 1, "de_lowest_kj_mol": 454.6}